The following is a quantum chemistry calculation of C2H3FS2 in the gas phase at a distorted geometry, from the OMol25 dataset.

Last column: natural (NBO) charge in e.
Positions of all 8 atoms, in Å:
F -0.791 -0.725 1.831  -0.35
C -0.637 0.458 1.206  -0.01
C 0.121 0.157 -0.151  -0.37
S 0.111 1.531 -1.086  -0.06
S 0.566 -1.408 -0.396  0.23
H 0.033 1.200 1.704  0.19
H -1.539 1.002 0.907  0.21
H 0.897 -1.328 -1.707  0.15

Summary:
structure (SMILES)	FCC(=S)S
spin multiplicity	1
charge	0
ΔE to the lowest compared entry with this formula, charge and spin	0.4355	eV
HOMO-LUMO gap	8.45	eV